{"formula": "C33H70FN2O6P2", "method": "ωB97M-V/def2-TZVPD", "orbital_gap_ev": 6.98, "total_energy_ev": -71896.65241, "max_force_ev_per_a": 8.18, "charge": 1, "multiplicity": 1, "species": ["C", "C", "C", "C", "C", "C", "C", "C", "C", "C", "O", "C", "C", "C", "O", "P", "O", "P", "C", "O", "C", "O", "C", "C", "C", "C", "C", "O", "N", "C", "C", "C", "F", "C", "C", "H", "H", "H", "H", "H", "H", "H", "H", "H", "H", "H", "H", "H", "H", "H", "H", "H", "H", "H", "H", "H", "H", "H", "H", "H", "H", "H", "H", "H", "H", "H", "H", "H", "H", "H", "H", "H", "H", "H", "H", "H", "H", "H", "H", "H", "H", "H", "H", "H", "H", "H", "H", "C", "C", "C", "N", "C", "C", "C", "C", "C", "H", "H", "H", "H", "H", "H", "H", "H", "H", "H", "H", "H", "H", "H", "H", "H", "H", "H"], "coordinates": [[5.35, -1.14, 1.78], [4.13, -1.58, 0.74], [4.34, -0.64, -0.60], [2.92, 0.12, -1.09], [3.06, 1.76, -1.00], [1.61, 2.54, -1.33], [0.48, 1.99, -0.24], [-0.44, 3.21, 0.40], [-2.05, 2.89, 0.42], [-2.62, 2.41, 1.92], [-2.13, 1.04, 2.10], [-1.40, 0.86, 3.37], [0.00, 1.71, 3.50], [0.58, 1.40, 5.03], [0.75, 2.37, 5.94], [-2.43, 1.13, 4.95], [-2.17, 0.09, 6.11], [-0.87, -1.01, 3.40], [-1.79, -1.82, 1.88], [0.84, -1.19, 3.10], [-4.29, 2.35, 1.82], [-4.65, 0.98, 2.20], [-5.77, 0.44, 1.42], [-7.22, 1.21, 1.74], [-8.50, 0.14, 1.74], [-8.58, -0.80, 3.08], [-8.87, -2.36, 2.57], [-9.10, -3.30, 3.70], [-5.52, 0.31, -0.07], [-5.66, -1.11, -0.57], [-6.20, -1.04, -2.15], [-4.93, 3.53, 2.76], [-4.32, 3.66, 4.11], [-4.64, 4.99, 2.00], [-5.69, 5.20, 0.76], [5.46, -1.92, 2.67], [6.41, -1.11, 1.26], [5.04, -0.07, 2.19], [4.28, -2.73, 0.51], [3.05, -1.44, 1.22], [5.19, 0.15, -0.37], [4.65, -1.34, -1.51], [2.77, -0.14, -2.24], [2.07, -0.33, -0.42], [3.90, 2.05, -1.79], [3.47, 2.00, 0.07], [1.86, 3.70, -1.17], [1.32, 2.29, -2.44], [1.13, 1.43, 0.60], [-0.18, 1.12, -0.72], [-0.30, 4.13, -0.36], [-0.06, 3.60, 1.44], [-2.22, 1.97, -0.33], [-2.61, 3.83, -0.01], [-2.23, 3.19, 2.70], [-0.22, 2.89, 3.49], [0.85, 1.40, 2.76], [0.82, 0.29, 5.41], [-2.14, 2.51, 5.39], [-3.88, 1.13, 4.69], [-1.48, -1.20, 0.93], [-2.96, -1.81, 2.09], [-1.42, -2.94, 1.78], [1.30, -1.73, 3.80], [-4.54, 2.63, 0.70], [-5.95, -0.67, 1.82], [-7.40, 2.14, 1.05], [-7.13, 1.56, 2.88], [-9.49, 0.79, 1.72], [-8.50, -0.50, 0.76], [-7.62, -0.79, 3.76], [-9.50, -0.55, 3.79], [-9.85, -2.31, 1.89], [-7.94, -2.67, 1.93], [-8.27, -3.90, 3.74], [-6.30, 0.87, -0.52], [-6.45, -1.76, 0.00], [-4.59, -1.57, -0.62], [-6.78, -2.03, -2.46], [-6.94, -0.15, -2.34], [-5.31, -0.92, -2.92], [-6.09, 3.48, 2.90], [-4.89, 5.81, 2.83], [-3.53, 5.05, 1.63], [-6.61, 4.47, 0.83], [-6.01, 6.33, 0.67], [-5.09, 4.93, -0.24], [5.76, -0.55, -4.48], [7.14, -0.48, -3.84], [8.19, -1.47, -4.34], [7.91, -2.97, -4.10], [7.31, -3.22, -2.73], [7.02, -3.57, -5.21], [8.00, -4.00, -6.28], [9.14, -4.60, -5.49], [9.25, -3.76, -4.22], [5.23, -1.46, -4.21], [5.15, 0.30, -4.14], [5.83, -0.48, -5.57], [7.04, -0.55, -2.75], [7.53, 0.53, -4.03], [9.12, -1.24, -3.82], [8.37, -1.33, -5.42], [6.30, -2.78, -2.69], [7.96, -2.76, -1.98], [7.24, -4.30, -2.57], [6.51, -4.44, -4.78], [6.30, -2.84, -5.56], [8.35, -3.13, -6.86], [7.56, -4.71, -6.98], [10.08, -4.59, -6.05], [8.92, -5.64, -5.23], [10.08, -3.05, -4.27], [9.37, -4.39, -3.34]]}

=====

{"formula": "C4H5NO", "method": "ωB97M-V/def2-TZVPD", "orbital_gap_ev": 11.21, "total_energy_ev": -7764.67737, "max_force_ev_per_a": 1.66, "de_lowest_kcal_mol": 42.6, "multiplicity": 1, "species": ["N", "C", "C", "C", "O", "C", "H", "H", "H", "H", "H"], "coordinates": [[2.28, -1.10, 0.98], [1.62, -0.60, 0.19], [0.34, -0.30, -0.44], [-0.85, -0.50, 0.52], [-1.46, 0.69, 0.00], [-0.19, 1.12, -0.52], [0.23, -0.89, -1.35], [-0.58, -0.38, 1.58], [-1.46, -1.40, 0.39], [0.32, 1.79, 0.18], [-0.26, 1.57, -1.51]]}

=====

{"formula": "C18H21FN2O4S", "method": "ωB97M-V/def2-TZVPD", "smiles": "CC(C)(C)OC(=O)CN(Cc1ccc(F)cc1)Cc1ccc([N+](=O)[O-])s1", "orbital_gap_ev": 7.84, "total_energy_ev": -43725.91107, "max_force_ev_per_a": 3.47, "de_lowest_kcal_mol": 54.5, "multiplicity": 1, "species": ["C", "C", "C", "C", "O", "C", "O", "C", "N", "C", "C", "C", "C", "C", "F", "C", "C", "C", "C", "C", "C", "C", "N", "O", "O", "S", "H", "H", "H", "H", "H", "H", "H", "H", "H", "H", "H", "H", "H", "H", "H", "H", "H", "H", "H", "H", "H"], "coordinates": [[-2.19, 3.58, -0.08], [-2.39, 2.58, -1.26], [-3.88, 2.32, -1.60], [-1.67, 3.09, -2.51], [-1.77, 1.29, -1.02], [-2.11, 0.48, 0.06], [-3.00, 0.78, 0.89], [-1.41, -0.91, 0.19], [0.02, -0.75, 0.56], [0.41, -0.83, 2.02], [1.58, 0.04, 2.41], [2.81, -0.53, 2.72], [3.91, 0.26, 3.04], [3.80, 1.63, 3.00], [4.90, 2.39, 3.26], [2.58, 2.22, 2.71], [1.48, 1.42, 2.45], [0.99, -0.83, -0.55], [0.96, -2.23, -1.12], [0.73, -2.62, -2.41], [0.84, -4.07, -2.56], [1.04, -4.78, -1.39], [1.14, -6.18, -1.20], [1.13, -6.88, -2.17], [1.20, -6.60, -0.02], [1.30, -3.62, -0.08], [-2.74, 3.28, 0.80], [-2.56, 4.57, -0.38], [-1.16, 3.69, 0.21], [-4.37, 3.25, -1.93], [-4.41, 1.89, -0.73], [-3.95, 1.59, -2.40], [-2.16, 4.00, -2.91], [-0.63, 3.33, -2.27], [-1.67, 2.33, -3.30], [-1.99, -1.49, 0.97], [-1.58, -1.45, -0.73], [-0.49, -0.50, 2.59], [0.60, -1.87, 2.35], [2.96, -1.59, 2.61], [4.92, -0.12, 3.30], [2.61, 3.31, 2.66], [0.50, 1.82, 2.14], [1.99, -0.56, -0.23], [0.63, -0.13, -1.32], [0.46, -2.00, -3.29], [0.64, -4.59, -3.49]]}

=====

{"formula": "C29H34F5N5O4S3TcTe", "method": "ωB97M-V/def2-TZVPD", "orbital_gap_ev": [4.68, 4.93], "total_energy_ev": -101836.13177, "max_force_ev_per_a": 1.07, "de_lowest_kcal_mol": 10.4, "charge": 2, "multiplicity": 2, "species": ["Tc", "C", "C", "C", "C", "C", "C", "C", "C", "C", "H", "H", "H", "H", "H", "H", "H", "H", "H", "H", "H", "H", "N", "C", "C", "C", "C", "C", "C", "S", "O", "O", "N", "C", "S", "C", "C", "N", "H", "H", "H", "H", "H", "H", "H", "H", "F", "Te", "F", "F", "F", "F", "O", "C", "C", "C", "N", "C", "S", "N", "C", "O", "C", "C", "C", "C", "C", "C", "H", "H", "H", "H", "H", "H", "H", "H", "H", "H", "H", "H", "H", "H"], "coordinates": [[0.11, 0.48, 0.61], [0.76, -1.47, 3.63], [1.19, -1.71, 2.21], [0.95, -2.94, 1.62], [1.56, -3.30, 0.42], [1.31, -4.65, -0.17], [2.40, -2.39, -0.22], [2.63, -1.12, 0.29], [3.61, -0.19, -0.35], [1.98, -0.76, 1.51], [1.38, -2.09, 4.28], [-0.27, -1.76, 3.80], [0.91, -0.43, 3.93], [0.34, -3.67, 2.15], [2.07, -4.91, -0.91], [0.34, -4.67, -0.67], [1.29, -5.42, 0.60], [2.90, -2.68, -1.14], [4.56, -0.24, 0.18], [3.28, 0.85, -0.32], [3.80, -0.47, -1.39], [2.36, 0.09, 2.05], [4.51, 4.16, 6.80], [3.75, 3.86, 5.73], [4.18, 2.89, 4.79], [3.42, 2.59, 3.70], [2.20, 3.25, 3.50], [1.76, 4.22, 4.41], [2.52, 4.51, 5.51], [1.25, 2.90, 2.13], [2.07, 2.40, 1.03], [0.34, 3.97, 1.89], [0.38, 1.48, 2.41], [-0.88, 1.17, 2.82], [-1.87, 1.40, 4.18], [-3.01, 0.27, 3.50], [-2.60, -0.23, 2.32], [-1.38, 0.29, 1.94], [5.41, 3.73, 6.94], [4.24, 4.88, 7.44], [5.14, 2.40, 4.94], [3.77, 1.87, 2.97], [0.83, 4.75, 4.23], [2.19, 5.27, 6.21], [-3.92, 0.05, 4.03], [-3.11, -0.95, 1.71], [-0.47, 4.43, -0.88], [-1.90, 3.40, -0.38], [-2.93, 4.91, -0.41], [-2.14, 3.14, -2.18], [-3.36, 2.23, -0.32], [-2.21, 3.41, 1.45], [-0.76, 1.90, -0.27], [-6.67, -0.25, -1.41], [-5.29, -0.42, -0.79], [-4.21, -0.31, -1.86], [-2.85, -0.43, -1.28], [-1.89, -1.23, -1.63], [-0.21, -1.06, -1.11], [-2.07, -2.25, -2.50], [-3.15, -3.21, -2.42], [-3.90, -3.16, -1.49], [-3.16, -4.21, -3.50], [-3.86, -5.39, -3.27], [-3.91, -6.36, -4.25], [-3.28, -6.15, -5.47], [-2.60, -4.96, -5.71], [-2.53, -3.99, -4.73], [-7.45, -0.34, -0.66], [-6.86, -1.01, -2.17], [-6.78, 0.73, -1.88], [-5.21, -1.39, -0.31], [-5.12, 0.35, -0.04], [-4.24, 0.68, -2.32], [-4.33, -1.05, -2.63], [-2.61, 0.31, -0.64], [-1.23, -2.60, -2.94], [-4.35, -5.54, -2.31], [-4.45, -7.28, -4.07], [-3.33, -6.90, -6.24], [-2.13, -4.79, -6.67], [-2.03, -3.06, -4.94]]}